Formula: C35H92FN2O11P4S9
Source: the Open Molecules 2025 dataset
Level of theory: ωB97M-V/def2-TZVPD

Geometry as XYZ:
```
154
Properties=species:S:1:pos:R:3:lowdin_charge:R:1
C -0.24 1.43 0.45 -0.08
C -1.73 0.87 0.65 -0.33
C -1.54 -0.69 1.08 -0.08
C -2.90 1.26 -0.30 -0.11
N -3.03 0.88 -1.74 -0.14
C -2.91 -0.63 -1.98 -0.34
P -4.27 -1.35 -3.10 0.90
C -3.81 -2.94 -3.96 -0.31
C -5.77 -1.78 -1.97 -0.28
C -1.40 -0.96 -2.37 -0.28
C -0.99 -2.52 -2.28 -0.03
C 0.59 -2.71 -1.93 -0.27
O 1.01 -2.77 -0.76 0.08
F 1.46 -2.84 -3.08 0.01
N -0.93 -0.30 -3.65 -0.02
C -1.00 1.18 -3.39 -0.50
P -0.31 2.24 -4.85 0.89
C 1.04 3.40 -4.15 -0.30
C 0.61 1.13 -6.10 -0.32
C -2.40 1.71 -2.82 -0.62
P -3.62 1.81 -4.35 0.85
C -3.21 0.60 -5.71 -0.35
C -3.58 3.51 -5.17 -0.38
P -2.29 3.61 -2.47 0.93
C -4.03 4.25 -1.91 -0.25
O -1.28 3.98 -1.15 -0.37
H -0.13 2.56 0.68 0.06
H 0.31 1.10 -0.49 0.06
H 0.37 0.94 1.31 0.10
H -2.03 1.34 1.67 0.12
H -2.55 -1.26 1.10 0.06
H -1.15 -0.72 2.17 0.10
H -0.78 -1.26 0.45 0.06
H -3.16 2.37 -0.07 0.13
H -3.83 0.73 0.18 0.17
H -4.06 1.01 -1.94 0.11
H -3.22 -1.09 -0.95 0.12
H -4.76 -3.48 -4.34 0.07
H -3.25 -3.72 -3.31 0.04
H -3.20 -2.68 -4.91 0.05
H -6.66 -2.17 -2.56 0.06
H -5.35 -2.55 -1.20 0.03
H -6.04 -0.85 -1.32 0.05
H -0.74 -0.46 -1.55 0.12
H -1.16 -3.11 -3.24 0.11
H -1.54 -3.01 -1.39 0.15
H 0.04 -0.59 -3.86 0.11
H -0.21 1.39 -2.56 0.09
H 1.33 2.99 -3.11 0.04
H 1.99 3.41 -4.79 0.03
H 0.62 4.47 -4.07 0.04
H 1.63 0.77 -5.69 0.05
H -0.01 0.24 -6.48 0.04
H 0.86 1.76 -7.04 0.06
H -2.42 1.02 -6.45 0.04
H -4.17 0.46 -6.36 0.07
H -2.88 -0.44 -5.41 0.00
H -2.56 3.98 -5.31 0.00
H -4.29 4.29 -4.68 0.03
H -4.01 3.36 -6.24 0.07
H -4.72 3.32 -2.02 0.04
H -4.04 4.56 -0.81 0.06
H -4.45 5.04 -2.62 0.05
H -1.82 4.51 -0.51 0.03
C -3.58 -3.43 2.80 -0.26
S -5.06 -3.46 1.77 0.83
O -5.17 -2.13 1.08 -0.60
C -6.24 -3.46 3.14 -0.25
H -2.71 -3.39 2.14 0.04
H -3.59 -2.55 3.44 0.06
H -3.54 -4.34 3.40 0.04
H -6.08 -2.57 3.76 0.06
H -6.10 -4.36 3.74 0.04
H -7.25 -3.44 2.73 0.05
C 3.20 -4.56 0.64 -0.28
S 2.85 -6.26 0.14 0.81
O 2.99 -7.12 1.36 -0.57
C 4.34 -6.48 -0.85 -0.26
H 2.41 -4.23 1.31 0.04
H 4.16 -4.51 1.16 0.05
H 3.22 -3.92 -0.24 0.04
H 5.23 -6.31 -0.24 0.02
H 4.33 -5.77 -1.69 0.06
H 4.36 -7.50 -1.24 0.06
C -0.58 2.93 4.72 -0.25
S -2.37 3.08 4.62 0.83
O -2.76 2.95 3.18 -0.59
C -2.44 4.84 5.04 -0.25
H -0.30 1.91 4.45 0.05
H -0.11 3.63 4.02 0.03
H -0.25 3.14 5.74 0.06
H -1.85 5.41 4.32 0.03
H -2.04 4.98 6.05 0.06
H -3.47 5.16 5.01 0.05
C 9.84 -5.69 0.21 -0.27
S 8.04 -5.52 0.10 0.79
O 7.67 -5.68 -1.34 -0.55
C 8.00 -3.75 0.48 -0.27
H 10.10 -6.72 -0.03 0.05
H 10.32 -5.02 -0.50 0.06
H 10.16 -5.46 1.23 0.05
H 8.60 -3.20 -0.25 0.06
H 8.39 -3.59 1.49 0.05
H 6.97 -3.41 0.43 0.04
C 6.75 3.55 -3.58 -0.27
S 4.96 3.71 -3.69 0.79
O 4.58 3.55 -5.12 -0.56
C 4.91 5.47 -3.30 -0.27
H 7.03 2.52 -3.82 0.05
H 7.23 4.23 -4.28 0.06
H 7.08 3.77 -2.56 0.05
H 5.50 6.03 -4.02 0.06
H 5.29 5.63 -2.29 0.05
H 3.87 5.80 -3.35 0.05
C -3.09 -7.97 5.25 -0.28
S -4.58 -8.03 4.23 0.83
O -4.69 -6.71 3.54 -0.58
C -5.75 -8.03 5.61 -0.27
H -2.23 -7.93 4.59 0.03
H -3.11 -7.09 5.89 0.06
H -3.03 -8.87 5.86 0.06
H -5.60 -7.14 6.22 0.06
H -5.61 -8.93 6.21 0.05
H -6.76 -8.02 5.20 0.05
C 1.73 6.90 1.32 -0.28
S 0.18 6.64 2.21 0.83
O 0.53 6.28 3.62 -0.56
C -0.28 5.12 1.36 -0.29
H 2.22 7.78 1.72 0.03
H 2.38 6.03 1.46 0.06
H 1.52 7.04 0.26 0.05
H 0.50 4.37 1.50 0.05
H -0.43 5.32 0.30 0.03
H -1.22 4.75 1.79 0.04
C 1.10 -8.91 5.62 -0.27
S 1.03 -7.15 6.04 0.82
O -0.41 -6.74 6.02 -0.57
C 1.77 -6.55 4.51 -0.28
H 0.65 -9.48 6.43 0.05
H 0.55 -9.09 4.69 0.06
H 2.14 -9.21 5.50 0.06
H 1.17 -6.88 3.65 0.05
H 2.79 -6.93 4.42 0.05
H 1.78 -5.46 4.54 0.05
C 2.72 11.40 1.30 -0.26
S 2.96 10.48 -0.24 0.84
O 2.90 9.02 0.10 -0.58
C 4.70 10.92 -0.45 -0.27
H 1.70 11.23 1.64 0.05
H 3.42 11.04 2.06 0.06
H 2.87 12.46 1.11 0.06
H 5.27 10.59 0.42 0.06
H 4.78 12.00 -0.58 0.06
H 5.07 10.42 -1.34 0.05
```

Calculated values
* LUMO: -1.62 eV
* E_HOMO: -9.68 eV
* charge: +1
* frontier orbital gap: 0.2963 Ha
* energy relative to the best compared isomer or geometry (same formula, charge and spin): 0.0 kcal/mol